Record 1
A structure of composition C30H84F6NO18S2V, computed with the ωB97M-V functional and the def2-TZVPD basis.

⟨S²⟩   3.754
HOMO energy (spin up / spin down)   -10.8 / -10.8 eV
Spin multiplicity   4
Charge   +1
Energy relative to the best compared isomer or geometry (same formula, charge and spin)   446.8 kJ/mol
Gap between HOMO and LUMO (spin up / spin down)   5.44 / 5.38 eV

Last column: Löwdin charge in e.
Atoms and positions in Å:
V1 1.6009 -0.6683 -2.8476  1.221
C1 1.5069 -2.6191 0.5807  -0.537
F1 1.7994 -3.3052 -0.5568  0.100
F2 0.1952 -2.6974 0.8532  0.139
F3 2.2255 -3.1070 1.6327  0.138
S1 1.9658 -0.7057 0.3981  0.736
O1 1.7279 -0.2011 1.7605  -0.248
O2 3.3074 -0.5666 -0.1504  -0.291
N1 0.9191 -0.1990 -0.9300  -0.405
S2 0.0460 0.8415 -0.1966  0.595
O3 -0.8241 0.2226 0.8452  -0.298
O4 0.7527 2.0803 0.2196  -0.273
C2 -1.2166 1.4095 -1.5078  -0.611
F4 -1.9660 2.4205 -0.9851  0.128
F5 -0.5742 1.9209 -2.5711  0.111
F6 -2.0195 0.4360 -1.9001  0.132
C3 -0.5222 0.0014 4.3019  -0.054
C4 0.0948 0.2234 5.7302  -0.243
O5 0.1506 -1.0226 6.4296  -0.084
H1 -1.4501 -0.5700 4.2812  0.062
H2 0.1567 -0.5863 3.6839  0.045
H3 -0.7481 0.9241 3.7673  0.058
H4 -0.5211 0.9921 6.1970  0.114
H5 1.1273 0.5478 5.6007  0.106
H6 0.2320 -0.7677 7.3516  0.099
C5 -2.9535 1.3836 -5.1985  -0.056
C6 -3.0827 0.0779 -6.0790  -0.259
O6 -1.8525 -0.6762 -6.2146  -0.117
H7 -2.8651 1.0992 -4.1500  0.041
H8 -3.7738 2.0641 -5.4272  0.074
H9 -2.0208 1.9016 -5.4215  0.052
H10 -3.3593 0.3682 -7.0926  0.108
H11 -3.8050 -0.6028 -5.6285  0.104
H12 -2.0403 -1.4625 -6.7323  0.073
C7 -3.0727 2.8737 2.3451  -0.085
C8 -2.5165 4.2010 2.7482  -0.307
O7 -1.7831 3.9948 3.9201  -0.080
H13 -3.8316 2.5680 3.0653  0.078
H14 -2.3127 2.0930 2.3773  0.056
H15 -3.5367 2.8294 1.3598  0.072
H16 -3.2484 5.0074 2.7940  0.122
H17 -1.7979 4.5128 1.9902  0.116
H18 -2.4505 3.8746 4.5996  0.110
C9 5.7975 0.7560 2.5886  -0.075
C10 5.4814 1.7352 1.4813  -0.341
O8 6.4187 2.8000 1.4232  -0.059
H19 5.2213 -0.1665 2.5169  0.066
H20 5.6196 1.1521 3.5884  0.079
H21 6.8321 0.4300 2.4822  0.082
H22 4.4615 2.1195 1.4981  0.099
H23 5.5205 1.0852 0.6072  0.080
H24 6.1426 3.4626 0.7857  0.077
C11 -1.1350 -4.0837 -2.1120  -0.047
C12 -1.0685 -2.5830 -2.3432  -0.283
O9 0.0492 -2.2676 -3.1300  -0.142
H25 -1.3896 -4.6528 -3.0062  0.087
H26 -1.9524 -4.3660 -1.4484  0.095
H27 -0.2447 -4.4864 -1.6291  0.071
H28 -1.1262 -2.1067 -1.3645  0.107
H29 -1.9040 -2.2328 -2.9492  0.126
H30 -0.0622 -2.7554 -3.9492  0.123
C13 3.7273 -6.6406 -2.6621  -0.064
C14 3.5036 -5.1152 -2.5342  -0.309
O10 3.9053 -4.4925 -3.7655  -0.084
H31 3.2196 -7.0145 -3.5512  0.078
H32 3.3254 -7.1240 -1.7717  0.075
H33 4.7930 -6.8596 -2.7276  0.079
H34 4.1215 -4.7187 -1.7285  0.109
H35 2.4478 -4.8979 -2.3721  0.080
H36 3.7123 -3.5554 -3.6860  0.048
C15 4.7319 -5.4131 3.8502  -0.093
C16 3.2644 -5.8329 3.9209  -0.320
O11 3.1515 -7.2454 4.1297  -0.074
H37 4.8061 -4.3508 4.0828  0.067
H38 5.2728 -5.6875 2.9445  0.072
H39 5.2013 -5.8246 4.7438  0.078
H40 2.7890 -5.5980 2.9685  0.087
H41 2.8258 -5.2241 4.7115  0.105
H42 3.3726 -7.6832 3.3045  0.079
C17 -0.6060 -5.1075 3.9627  -0.048
C18 -0.2350 -3.7240 4.5481  -0.340
O12 -1.1698 -3.2750 5.4406  -0.078
H43 -0.6687 -5.8781 4.7311  0.082
H44 0.0885 -5.4550 3.1979  0.059
H45 -1.5921 -4.9903 3.5133  0.066
H46 -0.0671 -2.9921 3.7580  0.086
H47 0.6527 -3.8394 5.1700  0.109
H48 -0.8915 -2.4885 5.9156  0.057
C19 4.6798 1.6115 -2.4599  -0.054
C20 3.2709 2.0800 -2.1865  -0.309
O13 2.4086 1.4334 -3.0277  -0.147
H49 5.4004 1.9796 -1.7297  0.081
H50 5.0676 1.9608 -3.4168  0.085
H51 4.7604 0.5245 -2.4488  0.073
H52 3.2484 3.1556 -2.3619  0.141
H53 3.0489 1.8308 -1.1488  0.097
H54 2.4182 1.9380 -3.8443  0.068
C21 -5.0486 0.3225 -1.9537  -0.105
C22 -6.3941 0.3028 -1.2889  -0.306
O14 -7.2119 1.3337 -1.8482  -0.071
H55 -4.3871 -0.5381 -1.8541  0.063
H56 -4.4216 1.1273 -1.5701  0.054
H57 -5.1249 0.4057 -3.0379  0.070
H58 -6.2079 0.5179 -0.2367  0.108
H59 -6.8173 -0.6911 -1.4344  0.113
H60 -8.1098 1.3251 -1.5086  0.084
C23 -3.9236 -1.0227 2.2536  -0.079
C24 -3.0771 -2.2498 2.5757  -0.337
O15 -3.4130 -2.5890 3.8869  -0.068
H61 -4.9838 -1.2100 2.0832  0.073
H62 -3.5151 -0.6127 1.3299  0.049
H63 -3.9145 -0.1966 2.9646  0.068
H64 -2.0024 -2.0727 2.5328  0.083
H65 -3.2579 -3.0190 1.8249  0.102
H66 -2.6511 -2.9192 4.3687  0.028
C25 1.5519 3.4225 3.2281  -0.080
C26 1.4647 4.8520 3.7205  -0.351
O16 0.6386 4.8653 4.8188  -0.075
H67 1.8355 2.7704 4.0542  0.078
H68 2.3361 3.3275 2.4771  0.057
H69 0.6152 3.1259 2.7561  0.055
H70 1.0537 5.4805 2.9304  0.105
H71 2.4132 5.3328 3.9596  0.114
H72 -0.1978 4.4765 4.5524  0.025
C27 0.5986 4.8494 -4.5648  -0.052
C28 0.8224 3.5947 -5.3809  -0.299
O17 2.1742 3.2557 -5.1708  -0.101
H73 1.3465 5.5941 -4.8370  0.086
H74 0.7105 4.5992 -3.5099  0.081
H75 -0.3981 5.2237 -4.7986  0.073
H76 0.6611 3.7613 -6.4459  0.121
H77 0.2243 2.7324 -5.0861  0.093
H78 2.6923 3.8936 -5.6671  0.108
C29 -4.0112 4.7680 -2.7756  -0.052
C30 -3.8958 5.1272 -4.2964  -0.313
O18 -3.2456 6.3529 -4.5496  -0.078
H79 -3.0235 4.8030 -2.3158  0.057
H80 -4.4074 3.7706 -2.5847  0.059
H81 -4.5752 5.5084 -2.2083  0.074
H82 -4.8554 5.1848 -4.8100  0.106
H83 -3.4307 4.3290 -4.8749  0.075
H84 -2.9463 6.3474 -5.4617  0.079

Record 2
A structure of composition C30H84N12O16P4S3, computed with the ωB97M-V functional and the def2-TZVPD basis.

HOMO energy   -8.4 eV
Gap between HOMO and LUMO   8.81 eV

Last column: Löwdin charge in e.
Atoms and positions in Å:
C1 12.8228 20.8869 20.0936  -0.114
C2 11.7623 19.8501 19.7569  -0.151
O1 11.8049 19.7247 18.3208  -0.201
S1 12.1362 21.1502 17.7245  0.540
O2 11.0639 22.0701 17.7353  -0.209
O3 12.8374 20.9913 16.4975  -0.227
O4 13.1643 21.5580 18.8233  -0.171
H1 13.6673 20.3606 20.4448  0.091
H2 12.6164 21.6031 20.8777  0.132
H3 10.7926 20.1454 20.1767  0.136
H4 12.0493 18.8651 20.0721  0.111
C3 14.9919 14.7936 19.0912  -0.103
C4 16.3530 15.4400 19.1007  -0.105
O5 16.1357 16.7289 19.8393  -0.200
S2 14.6499 17.0629 20.0492  0.581
O6 14.3345 18.3703 19.4166  -0.265
O7 14.2812 16.8709 21.4214  -0.226
O8 14.0952 15.9602 19.1163  -0.202
H5 14.8316 14.1671 19.9788  0.144
H6 14.7832 14.2887 18.1594  0.106
H7 16.7845 15.8027 18.1218  0.120
H8 17.1080 14.9148 19.6707  0.125
C5 13.8745 18.0102 16.3085  -0.088
C6 15.3534 17.5774 16.3028  -0.110
O9 15.2975 16.1403 16.1070  -0.227
S3 13.9566 15.6542 15.3663  0.557
O10 13.4038 14.8099 16.3572  -0.220
O11 14.1658 15.3172 14.0086  -0.230
O12 13.2839 17.0691 15.3306  -0.219
H9 13.5811 18.9352 15.8994  0.083
H10 13.3574 17.7830 17.2628  0.108
H11 15.8688 17.8118 17.2461  0.125
H12 15.9185 18.0745 15.4704  0.132
O13 7.0231 16.9622 14.8409  -0.259
P1 7.4347 16.9154 16.2279  0.485
N1 9.0683 16.4135 16.4777  -0.290
C7 9.3544 14.9850 16.3037  -0.090
C8 10.1147 17.3539 16.0881  -0.108
N2 6.6512 15.7801 17.1226  -0.330
C9 7.0033 15.5216 18.4652  -0.157
C10 5.4235 15.0839 16.6969  -0.079
N3 7.4127 18.4126 16.8879  -0.296
C11 6.1870 19.1920 16.6686  -0.068
C12 8.1573 18.8234 18.0096  -0.146
H13 10.1615 14.6705 16.9568  0.082
H14 9.6056 14.8400 15.2560  0.084
H15 8.4785 14.4048 16.4735  0.057
H16 9.6754 18.2568 15.7988  0.062
H17 10.5372 17.0177 15.1492  0.079
H18 10.9131 17.5174 16.8293  0.080
H19 6.2739 15.8985 19.2179  0.091
H20 7.0208 14.4190 18.6066  0.088
H21 7.9985 15.8819 18.7687  0.082
H22 5.2669 15.0977 15.6472  0.065
H23 5.4541 14.0712 17.1417  0.080
H24 4.5336 15.4780 17.2429  0.087
H25 6.0086 19.0950 15.6468  0.059
H26 5.3334 18.9164 17.2517  0.081
H27 6.3816 20.1871 16.9111  0.065
H28 9.0535 18.2022 18.1760  0.073
H29 7.5871 18.8340 18.9309  0.081
H30 8.4579 19.8667 17.9005  0.088
O14 15.4220 17.2247 8.4009  -0.285
P2 15.4238 17.4136 9.8577  0.488
N4 15.7818 18.9721 10.3311  -0.288
C13 17.1652 19.4126 9.9815  -0.107
C14 14.6646 19.9145 9.9852  -0.100
N5 16.6119 16.5857 10.6901  -0.310
C15 16.6015 16.6968 12.1480  -0.116
C16 17.1181 15.3894 10.1682  -0.138
N6 13.8962 17.0622 10.3978  -0.276
C17 12.8787 16.6662 9.4848  -0.140
C18 13.4539 17.3276 11.8132  -0.069
H31 17.9421 18.8392 10.5003  0.067
H32 17.3661 20.4929 10.2881  0.087
H33 17.2575 19.3323 8.8787  0.083
H34 14.7244 20.8446 10.5322  0.044
H35 13.6746 19.5659 10.2727  0.062
H36 14.7684 20.1990 8.8849  0.107
H37 17.6404 16.6832 12.4750  0.073
H38 16.1909 17.6784 12.4537  0.074
H39 16.0762 15.8811 12.6906  0.072
H40 16.5028 14.4858 10.4871  0.105
H41 17.0441 15.3618 9.0755  0.083
H42 18.1179 15.2500 10.4623  0.062
H43 13.3561 16.5161 8.5056  0.071
H44 12.4129 15.6082 9.6677  0.116
H45 12.0748 17.2912 9.3724  0.044
H46 12.9957 18.3017 11.8564  0.066
H47 14.2006 17.1678 12.5532  0.019
H48 12.6152 16.6606 12.0679  0.091
O15 16.6623 20.7776 15.6137  -0.286
P3 16.6035 22.0960 14.9383  0.414
N7 15.1280 22.3720 14.2205  -0.269
C19 14.8209 23.5691 13.3891  -0.112
C20 14.4918 21.1451 13.6348  -0.098
N8 17.8377 22.2033 13.8946  -0.283
C21 18.6413 21.0157 13.5399  -0.082
C22 17.9793 23.3610 12.9847  -0.093
N9 16.7698 23.3811 15.8973  -0.311
C23 15.7337 24.0813 16.5613  -0.115
C24 18.1563 23.4694 16.4961  -0.071
H49 15.0471 23.3682 12.2565  0.108
H50 15.4171 24.4565 13.6633  0.070
H51 13.7868 23.7214 13.4500  0.056
H52 14.4489 20.2819 14.3272  0.059
H53 15.0542 20.7682 12.7789  0.053
H54 13.4932 21.3443 13.1954  0.095
H55 18.1594 20.3642 12.7590  0.082
H56 19.6241 21.1818 13.2864  0.048
H57 18.6582 20.3743 14.4161  0.066
H58 17.5465 23.2407 12.0048  0.066
H59 17.4307 24.2434 13.4040  0.072
H60 19.0474 23.5751 12.9969  0.082
H61 15.9910 25.1051 16.4800  0.066
H62 14.7732 23.9725 16.0450  0.082
H63 15.7258 23.8202 17.6442  0.099
H64 18.6813 22.4728 16.4675  0.089
H65 18.0893 23.7905 17.5446  0.075
H66 18.7171 24.2824 15.9345  0.092
O16 17.6162 13.4697 17.4992  -0.260
P4 18.0897 12.5989 16.4484  0.504
N10 16.8352 11.9304 15.5504  -0.291
C25 16.1330 12.6668 14.5322  -0.100
C26 15.9026 10.9917 16.1549  -0.128
N11 18.8947 11.2043 16.8970  -0.306
C27 19.6203 11.1943 18.1836  -0.091
C28 18.8914 9.8674 16.2734  -0.113
N12 19.1082 13.4951 15.4833  -0.295
C29 18.7313 14.9638 15.3243  -0.038
C30 19.8651 12.8367 14.5091  -0.133
H67 16.7164 13.4524 14.0860  0.065
H68 15.2637 13.1812 14.9249  0.054
H69 15.7654 11.9669 13.7720  0.100
H70 15.5594 10.2304 15.4706  0.078
H71 14.9743 11.4500 16.5074  0.081
H72 16.2759 10.4481 17.0681  0.098
H73 19.3578 10.3121 18.7830  0.084
H74 20.6880 11.2707 17.9770  0.086
H75 19.2149 11.9946 18.7664  0.055
H76 18.5335 9.1280 17.0106  0.086
H77 18.1427 9.8880 15.5188  0.048
H78 19.8865 9.5880 15.8513  0.095
H79 18.3664 15.0628 14.3212  0.050
H80 17.9586 15.0652 16.1085  0.054
H81 19.5800 15.6130 15.5217  0.083
H82 19.4660 12.9878 13.5163  0.079
H83 19.8476 11.8085 14.8309  0.057
H84 20.8870 13.2485 14.4801  0.094

Number 1: E -134466.4100 eV. Number 2: E -152776.0697 eV.